Entry 1:
A molecular structure, C41H54AsBr3N5O8PSTi. Source: the Open Molecules 2025 dataset; level of theory: the ωB97M-V functional and the def2-TZVPD basis.

Summary:
- relative energy (zero: lowest compared OMol25 entry of this formula, charge and spin) (kJ/mol) = 76.3
- net charge = -2
- spin multiplicity = 3
- orbital gap (spin up / spin down) (eV) = 3.20 / 5.49
- HOMO energy (spin up / spin down) (eV) = 0.26 / -2.03
- electronic energy (eV) = -381436.726
- LUMO energy (spin up / spin down) (Ha) = 0.12697 / 0.12697

```
115
C41H54AsBr3N5O8PSTi, DFT the ωB97M-V functional and the def2-TZVPD basis
N -2.018 0.960 3.597
C -2.646 -0.790 -5.601
H 4.900 2.128 1.706
H 3.012 2.385 4.323
O -2.624 0.240 -0.748
N -1.490 -1.872 -1.392
H 0.794 2.740 0.647
Br 6.470 -4.146 1.423
H 2.776 4.751 -0.485
H 3.879 -1.308 3.661
C 3.180 -0.521 3.945
H 5.195 1.403 3.308
H 2.491 3.681 -4.008
O -0.039 -3.733 -0.024
H 4.455 1.513 -0.823
C 2.325 4.146 0.302
C -3.358 0.882 4.133
C 3.787 -2.136 -1.002
O -2.052 -2.876 3.595
C 4.925 -2.751 -0.497
C 3.185 2.443 -2.339
C 3.178 3.733 -3.165
H -0.839 3.646 -1.043
H -3.071 2.108 -7.355
H 0.293 2.586 -4.505
H 3.226 1.604 -3.045
C 0.360 1.665 -2.536
H 1.323 2.053 3.890
C 1.157 3.311 -0.217
H -1.082 2.999 -3.498
H 0.309 4.936 -1.409
C -4.012 -2.380 2.408
H 5.362 0.428 1.828
H -1.704 1.044 -7.672
C -6.164 -3.305 2.980
H -3.088 2.499 -5.001
H -1.695 -3.547 -2.716
N -1.023 -0.580 5.114
H 3.578 0.052 4.786
C -0.004 2.828 -3.481
S -2.759 -0.972 -1.551
H -6.504 -0.455 1.154
C 1.276 -3.142 2.878
H -0.502 1.452 -1.889
H 2.909 4.609 -2.572
H -6.772 -4.070 3.444
C -2.727 1.076 -7.291
C 3.568 -3.904 2.834
H 4.663 3.264 -0.959
C -1.735 -3.310 -1.650
N 1.435 -2.417 1.743
C -0.725 -4.248 -0.964
H 3.111 3.522 0.731
H 0.466 3.773 -3.222
H 4.177 3.917 -3.575
H -2.526 -2.316 -4.107
C 2.617 -2.005 -0.256
Ti -0.116 -1.701 0.412
C 2.301 -3.867 3.435
C -1.783 1.341 2.215
C 4.794 1.225 2.308
C -6.761 -2.244 2.312
As 2.902 0.668 2.411
H -3.065 1.658 -2.665
C -6.019 -1.258 1.691
C -1.050 0.062 3.906
H -1.846 -1.167 5.225
H -3.341 0.471 -7.960
H 5.820 -2.816 -1.099
O 1.507 -1.470 -0.698
C -4.634 -1.338 1.735
C 2.616 -2.552 1.060
H -4.038 -0.592 1.230
H 1.521 0.484 -3.948
H 0.283 -3.119 3.315
C -2.642 -1.260 -4.301
C -2.506 -2.452 2.519
P 1.733 1.877 -1.300
Br 3.828 -1.472 -2.789
H -3.310 0.674 5.201
C 2.322 2.229 3.490
Br -8.667 -2.142 2.268
H 1.983 4.830 1.087
H 2.296 3.125 2.870
H -2.721 -3.599 -1.277
H -0.221 0.222 -4.032
C 4.882 -3.290 0.771
C -2.953 0.976 -3.497
C -2.777 -0.371 -3.240
C -4.784 -3.358 3.032
O -1.831 -1.969 1.565
C 3.727 -3.261 1.577
C 0.613 0.389 -3.344
H 2.241 -1.003 4.213
H -0.220 -1.201 5.102
H -1.551 2.406 2.120
O -0.687 -5.412 -1.354
C 0.004 4.213 -0.650
H -4.283 -4.160 3.558
O -0.079 0.419 0.757
H 0.726 -0.489 -2.708
H -2.606 1.086 1.544
O -4.022 -1.682 -1.426
C -2.959 1.439 -4.809
C 4.481 2.348 -1.526
N -0.123 -0.143 2.991
H 4.388 -4.455 3.272
C -0.555 0.514 1.880
H 2.106 -4.417 4.348
H -3.949 0.104 3.636
C -2.790 0.570 -5.875
H 5.337 2.196 -2.188
H -2.531 -1.491 -6.420
H -3.856 1.843 4.000
H -0.354 4.784 0.214
```

***

Entry 2:
A molecular structure, C16H25N5O5Y. Source: the Open Molecules 2025 dataset; level of theory: the ωB97M-V functional and the def2-TZVPD basis.

Summary:
- net charge = +1
- orbital gap (spin up / spin down) (eV) = 7.40 / 5.55
- HOMO energy (spin up / spin down) (eV) = -10.25 / -9.07
- electronic energy (eV) = -35721.187
- LUMO energy (spin up / spin down) (Ha) = -0.10497 / -0.12936

```
52
C16H25N5O5Y, DFT the ωB97M-V functional and the def2-TZVPD basis
C -1.146 -1.421 3.061
H 2.455 0.429 -2.528
N -0.491 -0.391 2.393
H -0.258 -2.804 0.319
H -2.805 -0.746 0.680
H -3.186 -4.217 4.795
C 2.131 3.715 2.691
H 0.555 -2.732 3.166
C -0.250 -0.877 -2.731
C 2.290 2.985 3.881
O 0.554 -2.272 0.410
N 0.835 -0.225 2.683
H -1.212 2.825 0.654
H 1.297 3.660 0.659
H -0.222 -0.705 -4.864
H -2.153 1.926 -0.273
C -1.548 -0.907 -2.135
H 3.070 3.641 -1.764
O -2.890 -0.458 -0.262
H 2.804 3.435 4.732
H -2.918 -0.208 3.138
H -4.258 -2.013 4.296
C -0.506 -2.628 3.378
C -2.792 -1.316 -2.820
H 1.679 2.498 -1.676
H 3.020 2.355 -0.501
H -3.649 -0.844 -2.329
C 2.762 2.599 -1.545
H -2.785 -1.025 -3.879
C 0.015 -1.442 -4.084
O 3.395 1.702 -2.481
H 2.560 4.714 2.567
C 1.790 1.683 3.954
N 1.056 1.858 1.666
H -2.921 -2.408 -2.755
C -2.614 -3.431 4.282
N 0.720 -0.318 -1.978
H 4.360 1.834 -2.463
H -0.621 -2.317 -4.261
O 2.006 -0.487 -2.479
C -3.223 -2.197 4.004
C -1.271 -3.651 3.946
Y 0.248 0.171 0.234
H 1.846 1.053 4.835
O -1.252 2.015 0.099
H -0.805 -4.615 4.154
N -1.568 -0.538 -0.841
C 1.212 1.133 2.802
C 1.461 3.151 1.615
H 1.065 -1.729 -4.196
C -2.503 -1.193 3.360
H 1.258 -2.736 -0.068
```

***

Which of these has the highest electronic energy? C16H25N5O5Y

***

The highest net charge belongs to which entry? C16H25N5O5Y

***

Look up the electronic energy of the first one. -381436.726 eV

***

Among the records above, which one has the highest electronic energy? C16H25N5O5Y